Molecular formula: C5H17N2O2S
Method: DFT, the ωB97M-V functional and the def2-TZVPD basis

Cartesian coordinates (Å):
1 C -0.109 -2.164 0.167
2 C -1.520 -1.867 0.577
3 S -1.846 -0.478 1.637
4 C 0.782 -1.008 0.078
5 N 0.359 0.067 -0.852
6 C 0.789 1.460 -0.314
7 C 0.094 2.617 -0.851
8 N -1.116 2.810 -0.038
9 H 0.233 -2.900 0.936
10 H -0.061 -2.577 -0.880
11 H -1.987 -2.623 1.344
12 H -2.229 -1.815 -0.304
13 H 0.958 -0.618 1.141
14 H 1.896 -1.236 -0.390
15 H -0.661 0.059 -0.869
16 H 0.696 1.332 0.785
17 H 1.827 1.520 -0.528
18 H -0.280 2.420 -1.883
19 H 0.622 3.581 -0.875
20 H -0.985 3.449 0.727
21 H -1.541 1.938 0.307
22 H 0.373 -1.359 -3.608
23 H 0.832 -0.119 -2.820
24 O 0.725 -0.467 -3.700
25 H 1.178 -0.339 2.906
26 H -0.051 -0.765 3.703
27 O 1.021 -0.916 3.605

HOMO   -0.114 hartree
Total charge   -1
Energy above the lowest of the compared OMol25 structures with the same formula, charge and spin   23.87 kcal per mole
E_tot   -23370.871 eV